Molecular formula: C4H12
Method: DFT, wB97M-V/def2-TZVPD

Summary:
**Kohn-Sham gap**: 0.4692 Ha
**Net charge**: 0
**ΔE to the lowest compared entry with this formula, charge and spin**: 6.1 kcal/mol
**LUMO energy**: 1.143 eV
**Max |F|**: 1.43 eV/Å

XYZ file:
```
16
Properties=species:S:1:pos:R:3:forces:R:3
C 0.32242 -0.43380 -2.40843 -1.1 0.4 0.3
C -0.17246 1.02324 -2.40352 0.0 -0.2 0.7
H 0.29710 -0.78678 -3.43538 0.7 -0.2 0.0
H 1.26252 -0.55393 -1.88082 0.2 -0.1 -0.3
H -0.41863 -1.04753 -1.89522 0.0 -0.1 0.1
H 0.65309 1.73026 -2.47795 -0.1 0.1 -0.6
H -0.66500 1.30402 -1.46713 0.0 -0.3 0.1
H -0.93367 1.12887 -3.17170 0.2 0.4 -0.2
C -0.06118 -0.49374 1.61078 -0.1 0.4 1.4
C -0.03134 -0.16210 3.12068 -0.4 0.5 0.0
H 0.55063 -1.37649 1.44880 0.1 0.1 -0.5
H -1.06902 -0.66890 1.24232 0.0 0.0 0.0
H 0.32808 0.41677 1.15980 0.2 -0.4 -0.7
H -0.41495 0.84734 3.29038 0.0 0.1 -0.1
H 0.99219 -0.14869 3.48547 0.1 -0.2 0.1
H -0.63977 -0.77852 3.78193 0.1 -0.4 -0.2
```
Positions in Å, forces in eV/Å.

Molecular formula: C4H12
Method: DFT, wB97M-V/def2-TZVPD

Summary:
**Kohn-Sham gap**: 0.4650 Ha
**Net charge**: 0
**ΔE to the lowest compared entry with this formula, charge and spin**: 5.4 kcal/mol
**LUMO energy**: 1.118 eV
**Max |F|**: 1.77 eV/Å

XYZ file:
```
16
Properties=species:S:1:pos:R:3:forces:R:3
C -0.34742 2.01408 -1.18194 0.9 -0.2 -0.6
C -1.66040 1.65997 -0.52607 0.1 0.1 1.4
H 0.13379 2.87631 -0.71914 -0.2 0.2 0.0
H 0.40915 1.22383 -1.10487 -0.3 -0.2 0.3
H -0.36202 2.19170 -2.25796 -0.5 0.2 0.0
H -2.15191 0.75096 -0.86104 0.1 0.0 -0.4
H -2.38600 2.46921 -0.45413 0.0 0.1 -0.6
H -1.44937 1.49846 0.54030 0.0 -0.3 -0.1
C 1.02844 -1.21776 0.40972 -0.5 -0.4 -1.0
C 0.94766 -2.44676 1.29985 1.5 0.6 0.7
H 0.81223 -0.30240 0.95719 0.0 0.0 0.0
H 1.99700 -1.13784 -0.08638 0.1 0.1 0.3
H 0.31050 -1.30459 -0.41581 0.0 0.2 0.2
H 1.40554 -3.33440 0.87052 -0.5 -0.2 -0.5
H -0.05166 -2.61529 1.68226 0.0 -0.2 0.1
H 1.66064 -2.24980 2.11845 -0.6 -0.1 0.3
```
Positions in Å, forces in eV/Å.

Molecular formula: C4H12
Method: DFT, wB97M-V/def2-TZVPD

Summary:
**Kohn-Sham gap**: 0.4465 Ha
**Net charge**: 0
**ΔE to the lowest compared entry with this formula, charge and spin**: 21.8 kcal/mol
**LUMO energy**: 1.097 eV
**Max |F|**: 3.29 eV/Å

XYZ file:
```
16
Properties=species:S:1:pos:R:3:forces:R:3
C 0.56401 -0.84977 2.33269 2.7 -1.8 -0.5
C -0.19084 -1.92736 1.52244 -1.9 2.6 -0.5
H 1.53568 -0.73300 1.81095 -0.7 0.9 -0.6
H -0.02525 0.05731 2.38071 0.3 0.1 0.3
H 1.10008 -1.13039 3.25115 -1.3 -0.2 0.6
H -0.56441 -1.22980 0.74440 0.0 -0.7 -0.3
H -1.15164 -2.14512 1.99463 0.3 -0.8 0.2
H 0.23023 -2.73545 0.93623 0.6 -0.2 0.8
C 0.31012 0.80094 -1.66944 0.1 0.8 1.2
C -0.68869 1.87530 -2.14640 0.1 -0.8 0.0
H 0.65712 0.07498 -2.38854 -0.1 -0.1 -0.4
H 1.19295 1.29863 -1.23818 -0.1 -0.2 -0.3
H -0.11065 0.29201 -0.79973 0.0 -0.4 -0.3
H -1.46203 1.99977 -1.38772 0.2 0.4 0.1
H -1.24511 1.54453 -3.02628 0.3 0.2 -0.2
H -0.15158 2.80742 -2.31691 -0.4 0.1 -0.2
```
Positions in Å, forces in eV/Å.

Molecular formula: C4H12
Method: DFT, wB97M-V/def2-TZVPD

Summary:
**Kohn-Sham gap**: 0.4735 Ha
**Net charge**: 0
**ΔE to the lowest compared entry with this formula, charge and spin**: 4.6 kcal/mol
**LUMO energy**: 1.102 eV
**Max |F|**: 1.18 eV/Å

XYZ file:
```
16
Properties=species:S:1:pos:R:3:forces:R:3
C -2.03802 -1.15893 1.24187 1.0 0.1 -0.6
C -1.56997 -1.94567 -0.00926 -0.3 0.2 0.4
H -2.89978 -1.58753 1.72459 -0.2 -0.2 0.3
H -1.18835 -1.09334 1.92443 -0.3 -0.1 0.3
H -2.26616 -0.12941 0.99779 -0.3 0.2 -0.1
H -0.62265 -2.43970 0.20298 0.0 -0.1 -0.2
H -1.43222 -1.28833 -0.86625 0.1 0.0 0.0
H -2.29536 -2.70573 -0.29073 0.0 -0.1 -0.1
C 2.39935 1.47824 -0.15715 0.3 -0.5 0.1
C 1.19489 1.63010 -1.05092 -1.1 -0.1 -0.4
H 2.71664 2.41115 0.28121 0.1 0.4 0.0
H 2.26412 0.78396 0.67707 -0.3 0.0 -0.1
H 3.23148 1.05961 -0.73030 0.0 0.2 0.0
H 0.28632 2.04295 -0.59701 0.4 0.1 0.4
H 1.38067 2.27180 -1.91156 0.2 0.0 0.0
H 0.83904 0.67083 -1.43675 0.3 -0.1 -0.1
```
Positions in Å, forces in eV/Å.

Molecular formula: C4H12
Method: DFT, wB97M-V/def2-TZVPD

Summary:
**Kohn-Sham gap**: 0.4621 Ha
**Net charge**: 0
**ΔE to the lowest compared entry with this formula, charge and spin**: 5.3 kcal/mol
**LUMO energy**: 1.158 eV
**Max |F|**: 1.19 eV/Å

XYZ file:
```
16
Properties=species:S:1:pos:R:3:forces:R:3
C 0.26363 -1.80267 -0.70854 -0.3 0.3 -0.5
C 1.11995 -2.21578 0.47092 -0.4 -0.5 0.2
H -0.61438 -1.24186 -0.40126 0.0 0.1 0.2
H 0.79618 -1.18441 -1.43804 0.1 0.0 0.2
H -0.15368 -2.63447 -1.26659 0.2 -0.4 0.0
H 1.35049 -1.37248 1.12187 0.2 0.0 -0.1
H 0.56372 -2.93211 1.08610 0.1 0.1 0.0
H 2.02658 -2.73256 0.15187 0.1 0.2 0.1
C -0.63189 2.61379 -0.37936 -0.5 -0.7 -0.6
C -0.68876 1.49203 0.63455 0.3 -0.7 1.0
H 0.35306 2.64657 -0.84664 0.1 0.6 0.4
H -1.27046 2.36603 -1.22847 -0.3 -0.2 0.0
H -1.04527 3.54926 -0.01809 0.6 0.3 0.2
H -0.50440 0.52101 0.18358 0.0 0.1 -0.2
H -1.61642 1.38759 1.19695 -0.4 0.3 -0.3
H 0.05165 1.54006 1.44114 0.2 0.4 -0.2
```
Positions in Å, forces in eV/Å.

Molecular formula: C4H12
Method: DFT, wB97M-V/def2-TZVPD

Summary:
**Kohn-Sham gap**: 0.4545 Ha
**Net charge**: 0
**ΔE to the lowest compared entry with this formula, charge and spin**: 28.5 kcal/mol
**LUMO energy**: 1.116 eV
**Max |F|**: 4.84 eV/Å

XYZ file:
```
16
Properties=species:S:1:pos:R:3:forces:R:3
C 1.73161 1.41149 0.08815 0.9 2.4 -4.1
C 0.76432 1.49085 -1.12584 -0.1 1.5 0.3
H 2.72962 1.25042 -0.35252 -0.1 0.3 -0.2
H 1.78981 2.37536 0.52155 0.0 0.8 0.9
H 1.75855 0.67623 0.75380 -1.2 -3.2 3.0
H 1.28426 2.29371 -1.76189 -1.2 -1.2 0.5
H 0.75464 0.55065 -1.65428 -0.1 -0.2 -0.4
H -0.32991 1.81019 -0.92364 1.9 -0.5 -0.1
C -0.98271 -1.44733 -0.08629 2.4 -0.6 0.8
C -1.60698 -1.55597 1.25648 -4.0 -0.4 -0.8
H -0.15632 -2.14801 -0.27706 -0.1 0.2 0.2
H -1.55287 -1.43817 -0.93184 -2.6 -1.1 -2.0
H -0.65053 -0.46510 -0.25114 1.4 1.4 0.5
H -2.37317 -0.68810 1.30148 1.3 -1.3 0.6
H -2.22334 -2.50790 1.38142 0.6 1.1 -0.3
H -0.93697 -1.60833 2.06161 1.0 0.6 1.0
```
Positions in Å, forces in eV/Å.

Molecular formula: C4H12
Method: DFT, wB97M-V/def2-TZVPD

Summary:
**Kohn-Sham gap**: 0.4676 Ha
**Net charge**: 0
**ΔE to the lowest compared entry with this formula, charge and spin**: 6.7 kcal/mol
**LUMO energy**: 1.147 eV
**Max |F|**: 1.29 eV/Å

XYZ file:
```
16
Properties=species:S:1:pos:R:3:forces:R:3
C 1.90297 -1.59265 1.30714 -0.1 0.2 0.2
C 1.67578 -1.01021 -0.07328 0.0 -0.5 -0.9
H 0.94740 -1.72840 1.80835 -0.1 -0.2 0.0
H 2.41072 -2.55138 1.28543 0.1 -0.1 -0.1
H 2.46626 -0.92936 1.95749 0.2 0.1 0.0
H 2.56514 -0.67785 -0.61659 0.1 0.3 0.5
H 0.93058 -0.22243 -0.06515 0.2 0.2 0.1
H 1.30180 -1.76860 -0.76770 -0.3 -0.1 0.2
C -1.69847 0.62799 -0.33345 -0.1 -0.3 1.3
C -1.85156 2.01554 -0.96121 -0.2 -0.3 0.3
H -1.04319 -0.05912 -0.85555 -0.2 0.0 -0.5
H -1.27499 0.65003 0.67500 0.4 0.5 0.0
H -2.62952 0.12653 -0.06743 -0.3 -0.1 -0.8
H -1.65475 1.98296 -2.03566 0.0 0.2 0.2
H -1.19478 2.71817 -0.45630 0.3 0.1 -0.3
H -2.85337 2.41878 -0.80110 0.0 -0.1 -0.1
```
Positions in Å, forces in eV/Å.

Question: Number 6 is which compound?
Answer: C4H12